Below is a cluster of 2 separate species, C2H5Br2N2 in total in a non-equilibrium geometry, with properties calculated with ωB97M-V with the def2-TZVPD basis set.

E_LUMO (spin up / spin down), eV: -5.5 / -7.3
Net charge: +1
Energy relative to the best compared isomer or geometry (same formula, charge and spin), kcal per mole: 60.8

Geometry (Å):
C -0.6473 0.2702 0.4574
C 1.7300 -0.3150 -0.1888
N -0.9219 1.1864 -0.5019
N 0.5572 -0.4068 0.5924
Br 3.2338 -1.3892 0.0128
Br -3.2054 -1.4853 0.0227
H -1.1602 -0.0082 1.3719
H 1.8260 0.2383 -1.1935
H -1.7633 1.7224 -0.5483
H -0.4295 1.2137 -1.3767
H 0.7805 -1.0264 1.3519



Below is the ion C6H15BN4O3P with charge +1 in a non-equilibrium geometry, with properties calculated with ωB97M-V with the def2-TZVPD basis set.

E_LUMO, eV: -3.5
Net charge: +1
SMILES string: CCOn1c(NB(O)O)nc[n+]1P(C)C

Geometry (Å):
C -0.3158 -2.3590 -0.6106
C -0.6832 -1.4768 -1.8897
O -0.1303 -0.1283 -1.8931
N -0.2437 0.4757 -0.7035
C -1.3576 0.7047 0.1685
N -2.6253 0.3123 -0.0313
B -3.6057 0.6578 1.0833
O -4.6729 1.5819 0.8382
O -3.5449 0.1067 2.3958
N -0.9563 1.4355 1.3274
C 0.4406 1.7144 1.1885
N 0.7775 1.0944 -0.0432
P 2.5070 1.2441 -0.5067
C 3.0128 -0.2835 -1.5086
C 3.4675 1.0846 1.1310
H -1.2834 -2.6380 -0.0798
H 0.1461 -3.3463 -0.9630
H 0.4548 -1.8878 0.0796
H -0.2170 -2.0047 -2.7921
H -1.8067 -1.4861 -2.0986
H -2.9621 -0.1886 -0.8573
H -5.2132 1.6143 1.6600
H -2.6341 0.0874 2.7468
H 1.0867 2.3029 1.9016
H 4.1547 -0.2887 -1.5640
H 2.5689 -0.2271 -2.5470
H 2.7077 -1.2047 -0.9190
H 4.4253 0.4988 0.9681
H 2.8473 0.5000 1.9035
H 3.6552 2.1042 1.6152



Below is a structure of composition C3H5NO2 in a non-equilibrium geometry, with properties calculated with ωB97M-V with the def2-TZVPD basis set.

E_LUMO, eV: 0.9
Energy relative to the best compared isomer or geometry (same formula, charge and spin), kcal per mole: 106.1

Geometry (Å):
O -1.3976 -0.5141 0.8689
C -0.4577 -0.5399 -0.3638
C -0.6198 0.8938 -0.7776
O 0.8155 1.1599 -0.4103
C 0.9490 -0.1248 0.0063
N 1.8653 -0.7533 0.5909
H -0.9051 -0.4752 1.7077
H -0.7136 -1.4431 -0.9110
H -0.7840 1.2138 -1.8256
H -1.4264 0.7448 0.3353
H 2.6743 -0.1621 0.7792



Below is a cluster of 2 separate species, C3H9N2O in total, with properties calculated with ωB97M-V with the def2-TZVPD basis set.

E_LUMO (spin up / spin down), eV: -3.5 / -3.6
Net charge: +1
Energy relative to the best compared isomer or geometry (same formula, charge and spin), kcal per mole: 149.5

Geometry (Å):
C 0.5108 -0.2096 -1.2723
C 0.9582 -1.4373 -1.0477
C -2.4097 1.9259 1.3827
N -0.5341 0.7330 0.6803
N 2.2324 -1.6572 -0.3348
O -1.6374 1.1996 0.3863
H 1.1090 0.6640 -1.0847
H -0.4158 -0.0588 -1.7932
H 0.3965 -2.3357 -1.2330
H -2.6119 2.9118 0.9663
H -1.8635 1.9924 2.3225
H -3.3471 1.3859 1.5064
H 2.7596 -2.4375 -0.7511
H 2.0549 -1.8780 0.6550
H 2.7982 -0.7985 -0.3828